Entry from the OMol25 dataset: a single C2HN5O molecule (wB97M-V/def2-TZVPD).

The geometry in ORCA input format:
```
! RIJCOSX wB97M-V def2-TZVPD def2/J DEFGRID3
* xyz 0 1
O -0.99007 -2.11083 -0.87468
N 1.04360 0.68313 -0.87844
N 0.38384 -0.11705 -1.59620
N 0.00861 0.63635 1.42956
N -1.27676 0.58431 0.99727
N -1.62334 -0.12389 -0.01404
C -0.60747 -0.86626 -0.83045
C 1.05521 0.55524 0.67686
H 2.00638 0.75898 1.09012
*
```

Properties
Orbital gap = 0.312 hartree
SMILES = O=c1nncnnn1
Highest occupied orbital energy = -10.471 eV
Energy relative to the best compared isomer or geometry (same formula, charge and spin) = 95.6 kcal per mole